Record 1
A 7-piece molecular cluster, C5H26N3O6 overall. Source: the Open Molecules 2025 dataset; level of theory: ωB97M-V/def2-TZVPD.

Results
HOMO-LUMO gap (eV): 7.3
HOMO energy (Ha): -0.363
Charge: +1
Multiplicity: 1

Last column: Löwdin charge in e.
CARTESIAN COORDINATES (ANGSTROEM)
C (-0.15, -2.75, -1.89)  -0.060
C (-0.34, -1.26, -1.69)  -0.303
C (0.96, -0.44, -1.91)  -0.140
C (0.78, 1.02, -1.66)  -0.343
C (1.47, 1.51, -0.59)  -0.219
N (1.32, 2.75, -0.04)  0.062
N (-0.27, 1.75, -2.25)  0.107
N (-0.78, -0.87, -0.23)  0.195
H (-1.07, -3.28, -2.15)  0.081
H (0.30, -3.21, -0.97)  0.094
H (0.59, -2.93, -2.74)  0.116
H (-1.06, -0.94, -2.39)  0.105
H (1.71, -1.00, -1.35)  0.123
H (1.34, -0.61, -2.96)  0.141
H (2.34, 0.93, -0.33)  0.089
H (1.76, 2.96, 0.86)  0.078
H (0.38, 3.10, 0.08)  0.083
H (-0.11, 2.73, -2.35)  0.079
H (-0.73, 1.26, -3.01)  0.084
H (-1.63, -0.25, -0.33)  0.103
H (-1.20, -1.74, 0.13)  0.077
H (0.03, -0.52, 0.26)  0.109
H (-0.59, 1.81, 1.93)  0.067
H (0.45, 1.20, 2.82)  0.029
O (-0.06, 0.99, 2.00)  -0.085
H (3.05, -0.40, 2.46)  0.055
H (3.93, 0.08, 1.38)  0.063
O (2.99, -0.03, 1.56)  -0.058
H (-1.58, -0.65, 2.43)  0.025
H (-2.54, -1.87, 2.20)  0.034
O (-2.36, -0.96, 1.95)  -0.049
H (-1.15, -4.04, 0.17)  0.056
H (-2.45, -3.89, 0.89)  0.077
O (-1.87, -3.42, 0.29)  -0.046
H (2.41, 1.15, 3.54)  0.035
H (2.40, 2.60, 2.88)  0.061
O (1.93, 1.97, 3.44)  -0.036
H (-2.99, 1.35, -0.96)  0.075
H (-3.28, 0.33, -2.17)  0.078
O (-2.95, 0.44, -1.27)  -0.045

Record 2
C10H6HgI2NO as an isolated structure. Source: the Open Molecules 2025 dataset; level of theory: ωB97M-V/def2-TZVPD.

Results
HOMO-LUMO gap (alpha / beta) (eV): 2.9 / 3.9
HOMO energy (alpha / beta) (Ha): 0.042 / 0.006
Charge: -2
⟨S²⟩: 0.7673
Multiplicity: 2

Last column: Löwdin charge in e.
CARTESIAN COORDINATES (ANGSTROEM)
Hg (-0.41, 0.00, -0.01)  0.915
I (0.68, 0.04, 5.64)  0.741
C (1.96, 0.02, 3.99)  -0.682
C (3.33, -0.01, 4.21)  -0.310
C (4.18, -0.02, 3.12)  -0.698
I (6.24, -0.08, 3.53)  0.734
C (3.71, 0.00, 1.79)  -0.263
C (4.55, -0.02, 0.64)  -0.141
C (3.93, 0.00, -0.63)  -0.159
C (2.57, 0.03, -0.73)  -0.240
N (1.75, 0.06, 0.35)  -0.132
C (2.31, 0.03, 1.61)  -0.183
C (1.37, 0.05, 2.71)  -0.525
O (0.12, 0.09, 2.51)  -0.242
H (3.73, -0.03, 5.22)  0.051
H (5.63, -0.05, 0.74)  0.011
H (4.53, -0.02, -1.54)  0.072
H (2.09, 0.05, -1.70)  0.067
C (-2.25, 0.31, -0.79)  -0.544
H (-2.92, -0.26, -0.12)  -0.229
H (-2.28, -0.19, -1.77)  -0.244

Record 3
C15H33Br2CaN7O2P as an isolated structure. Source: the Open Molecules 2025 dataset; level of theory: ωB97M-V/def2-TZVPD.

Results
HOMO-LUMO gap (eV): 8.5
HOMO energy (Ha): -0.389
Charge: +1
Multiplicity: 1

Last column: Löwdin charge in e.
CARTESIAN COORDINATES (ANGSTROEM)
Ca (-0.87, 0.86, -0.01)  1.236
C (-0.37, 3.91, 0.75)  -0.181
C (-1.66, 3.36, 1.37)  -0.183
N (-1.43, 2.01, 1.90)  -0.186
C (-0.61, 1.92, 3.11)  -0.172
C (0.39, 0.77, 2.94)  -0.183
N (0.99, 0.84, 1.60)  -0.162
C (1.93, 1.96, 1.40)  -0.177
C (1.68, 2.69, 0.07)  -0.188
N (0.24, 2.92, -0.16)  -0.182
H (0.35, 4.16, 1.54)  0.111
H (-0.59, 4.84, 0.23)  0.109
H (-2.42, 3.27, 0.59)  0.116
H (-2.02, 4.06, 2.13)  0.131
H (-2.33, 1.56, 2.05)  0.090
H (-1.22, 1.74, 4.00)  0.130
H (-0.08, 2.85, 3.26)  0.110
H (-0.15, -0.18, 3.01)  0.119
H (1.13, 0.81, 3.74)  0.127
H (1.48, -0.03, 1.43)  0.057
H (2.97, 1.62, 1.42)  0.129
H (1.81, 2.66, 2.23)  0.109
H (2.06, 2.08, -0.75)  0.117
H (2.24, 3.63, 0.09)  0.129
H (0.14, 3.27, -1.11)  0.027
N (-3.34, -0.85, 2.32)  0.013
C (-3.26, -1.48, 1.00)  -0.160
C (-2.77, -0.44, -0.01)  -0.741
O (-1.95, -0.76, -0.90)  -0.247
O (-3.09, 0.76, 0.18)  -0.153
H (-3.59, -1.53, 3.02)  0.078
H (-4.08, -0.16, 2.30)  0.077
H (-4.21, -1.90, 0.64)  0.128
H (-2.53, -2.29, 1.03)  0.112
Br (-0.95, 4.90, -3.02)  0.639
C (-2.48, 3.87, -3.57)  -0.997
Br (-2.52, 2.10, -2.74)  0.679
H (-2.42, 3.74, -4.64)  0.004
H (-3.37, 4.40, -3.27)  0.006
C (3.31, -3.32, -1.12)  -0.184
N (2.31, -3.73, -0.13)  -0.154
C (1.35, -4.62, -0.78)  -0.181
N (0.72, -4.04, -1.95)  -0.149
C (1.76, -3.63, -2.90)  -0.180
N (2.73, -2.71, -2.31)  -0.155
C (2.13, -1.42, -2.02)  -0.327
P (0.72, -1.51, -0.77)  1.008
C (1.65, -2.58, 0.47)  -0.330
C (-0.16, -2.93, -1.60)  -0.316
H (3.86, -4.21, -1.43)  0.131
H (4.01, -2.62, -0.65)  0.127
H (0.58, -4.90, -0.06)  0.129
H (1.88, -5.53, -1.09)  0.132
H (1.30, -3.16, -3.76)  0.130
H (2.30, -4.52, -3.22)  0.131
H (1.72, -1.00, -2.94)  0.088
H (2.90, -0.74, -1.65)  0.082
H (0.94, -2.93, 1.22)  0.089
H (2.41, -1.98, 0.99)  0.080
H (-0.65, -2.55, -2.50)  0.095
H (-0.94, -3.29, -0.93)  0.084

Record 4
C21H39AsF9GeMgN2O2Te as an isolated structure. Source: the Open Molecules 2025 dataset; level of theory: ωB97M-V/def2-TZVPD.

Results
HOMO-LUMO gap (eV): 8.2
HOMO energy (Ha): -0.423
Charge: +1
Multiplicity: 1

Last column: Löwdin charge in e.
CARTESIAN COORDINATES (ANGSTROEM)
Mg (0.94, -1.39, 1.13)  0.595
C (3.65, -1.13, 2.73)  -0.056
N (2.88, -2.08, 1.92)  -0.321
C (2.81, -3.38, 2.59)  -0.060
C (3.50, -2.24, 0.59)  -0.174
C (3.52, -0.93, -0.20)  -0.166
N (2.24, -0.26, -0.02)  0.017
C (1.99, 0.94, -0.45)  -0.209
C (0.66, 1.48, -0.14)  -0.310
F (0.09, 0.82, 0.95)  -0.007
C (0.47, 2.91, -0.16)  -0.250
F (-0.64, 3.36, 0.41)  0.133
C (1.33, 3.73, -0.78)  0.075
C (2.52, 3.15, -1.30)  -0.208
F (3.36, 3.95, -1.93)  0.146
C (2.84, 1.83, -1.18)  -0.142
F (4.02, 1.40, -1.66)  0.114
H (4.70, -1.42, 2.79)  0.108
H (3.24, -1.10, 3.74)  0.089
H (3.59, -0.12, 2.30)  0.087
H (3.81, -3.82, 2.70)  0.106
H (2.18, -4.06, 2.01)  0.102
H (2.37, -3.25, 3.57)  0.069
H (2.93, -3.01, 0.06)  0.126
H (4.54, -2.60, 0.70)  0.138
H (3.70, -1.17, -1.25)  0.137
H (4.35, -0.30, 0.13)  0.123
H (1.13, 4.79, -0.91)  0.150
F (-2.06, -2.69, -1.19)  -0.377
Te (-1.45, -3.21, 0.51)  1.832
F (-1.18, -4.30, 2.04)  -0.385
F (-3.21, -3.28, 1.12)  -0.336
F (-1.76, -1.32, 0.74)  -0.408
F (-1.63, -4.89, -0.28)  -0.352
O (0.31, -2.94, 0.11)  -0.569
C (-0.30, -0.61, 5.10)  -0.179
As (-0.93, -2.12, 4.10)  1.057
C (-2.84, -2.08, 4.03)  -0.173
C (-0.34, -3.73, 4.98)  -0.169
O (-0.30, -1.99, 2.56)  -0.607
H (-0.72, -0.62, 6.11)  0.050
H (-0.62, 0.30, 4.59)  0.050
H (0.78, -0.64, 5.16)  0.037
H (-3.22, -1.81, 5.01)  0.052
H (-3.21, -3.06, 3.73)  0.046
H (-3.13, -1.34, 3.28)  0.051
H (-0.53, -3.63, 6.05)  0.053
H (0.72, -3.86, 4.80)  0.028
H (-0.89, -4.57, 4.58)  0.046
C (0.21, 4.82, -4.13)  -0.092
C (-0.39, 3.49, -3.73)  -0.278
C (0.57, 2.32, -3.97)  -0.266
C (-0.02, 0.97, -3.59)  -0.274
Ge (-0.61, 0.63, -1.75)  1.159
C (-2.35, 1.23, -1.08)  -0.284
C (-3.57, 0.49, -1.66)  -0.264
C (-3.86, 0.77, -3.13)  -0.261
C (-4.19, 2.23, -3.42)  -0.100
H (-0.46, 5.65, -3.92)  0.078
H (0.43, 4.85, -5.20)  0.082
H (1.15, 5.02, -3.61)  0.064
H (-1.31, 3.31, -4.29)  0.107
H (-0.68, 3.52, -2.67)  0.082
H (1.51, 2.49, -3.45)  0.087
H (0.81, 2.30, -5.04)  0.123
H (0.68, 0.16, -3.82)  0.072
H (-0.91, 0.79, -4.20)  0.062
H (-0.05, -0.71, -1.26)  0.012
H (-2.42, 2.30, -1.26)  0.061
H (-2.32, 1.07, -0.01)  0.060
H (-4.44, 0.79, -1.07)  0.118
H (-3.45, -0.58, -1.50)  0.090
H (-4.70, 0.14, -3.44)  0.113
H (-3.02, 0.45, -3.76)  0.086
H (-5.02, 2.57, -2.80)  0.082
H (-4.47, 2.37, -4.46)  0.077
H (-3.34, 2.89, -3.22)  0.046

Record 5
A 4-piece molecular cluster, C6H4F18N4O12S6 overall. Source: the Open Molecules 2025 dataset; level of theory: ωB97M-V/def2-TZVPD.

Results
HOMO-LUMO gap (eV): 9.3
HOMO energy (Ha): -0.183
Charge: -2
Multiplicity: 1

Last column: Löwdin charge in e.
CARTESIAN COORDINATES (ANGSTROEM)
N (-13.49, 14.34, -14.05)  0.252
H (-12.53, 13.91, -14.12)  0.064
H (-13.45, 15.40, -14.03)  0.065
H (-13.95, 13.97, -13.22)  0.103
H (-14.10, 14.11, -14.86)  0.076
C (-15.62, 12.03, -17.76)  -0.680
F (-16.50, 11.50, -18.63)  0.114
F (-15.37, 11.11, -16.82)  0.124
F (-14.50, 12.31, -18.42)  0.142
S (-16.33, 13.56, -17.00)  0.612
O (-15.52, 13.79, -15.83)  -0.303
O (-16.30, 14.48, -18.09)  -0.262
N (-17.79, 12.95, -16.64)  -0.286
S (-18.80, 14.17, -16.51)  0.548
O (-18.37, 15.20, -15.59)  -0.296
O (-19.32, 14.68, -17.74)  -0.292
C (-20.26, 13.39, -15.71)  -0.682
F (-20.58, 12.24, -16.34)  0.107
F (-20.09, 13.14, -14.41)  0.134
F (-21.30, 14.20, -15.87)  0.121
C (-12.92, 17.43, -16.44)  -0.681
F (-12.96, 18.18, -17.53)  0.160
F (-13.39, 16.21, -16.74)  0.113
F (-11.66, 17.31, -16.02)  0.128
S (-14.02, 18.11, -15.12)  0.585
O (-13.73, 19.51, -15.01)  -0.284
O (-15.34, 17.84, -15.55)  -0.247
N (-13.54, 17.14, -13.88)  -0.324
S (-13.81, 17.95, -12.52)  0.572
O (-12.83, 18.95, -12.23)  -0.282
O (-15.18, 18.30, -12.30)  -0.279
C (-13.50, 16.60, -11.30)  -0.676
F (-14.43, 15.63, -11.39)  0.119
F (-12.30, 16.03, -11.52)  0.119
F (-13.52, 17.10, -10.07)  0.141
C (-11.39, 12.16, -11.73)  -0.675
F (-11.47, 11.13, -10.90)  0.141
F (-12.60, 12.70, -11.89)  0.118
F (-10.59, 13.09, -11.19)  0.134
S (-10.68, 11.54, -13.33)  0.608
O (-9.28, 11.65, -13.12)  -0.278
O (-11.28, 10.26, -13.53)  -0.274
N (-11.22, 12.71, -14.38)  -0.317
S (-10.98, 12.09, -15.84)  0.560
O (-9.83, 11.26, -15.93)  -0.289
O (-12.18, 11.61, -16.46)  -0.271
C (-10.46, 13.53, -16.87)  -0.672
F (-10.38, 13.15, -18.14)  0.145
F (-11.29, 14.58, -16.76)  0.119
F (-9.25, 13.92, -16.48)  0.129

Asked for ΔE to the lowest compared entry with this formula, charge and spin across the records above, the calculation gives 212.49; 0.00; 200.33; 171.50; 25.03 kJ/mol in order.